Below is C41H46P2Pd as an isolated structure in a non-equilibrium geometry, with properties calculated with wB97M-V/def2-TZVPD.

The geometry in XYZ format:
```
90
Properties=species:S:1:pos:R:3:forces:R:3:lowdin_spin:R:1
Pd -0.756 -0.074 0.846 -1.1 0.0 1.0 0.181
C 2.016 -1.707 -2.793 0.6 -0.5 0.0 0.032
C 2.639 -0.579 -2.449 0.7 -0.5 -0.3 0.005
C 2.993 0.491 -3.437 0.3 0.2 -0.4 0.002
C 1.987 0.711 -4.599 0.5 0.3 -0.1 0.001
C 0.521 0.560 -4.311 -0.6 -0.3 -0.9 0.006
C -0.154 -0.591 -4.428 0.2 0.8 -1.1 0.010
C 0.459 -1.896 -4.813 -0.1 -0.3 0.0 0.003
C 1.847 -2.134 -4.223 -0.1 -0.3 -0.3 0.005
C -2.610 0.527 1.655 -0.6 0.8 0.7 0.269
H 1.742 -2.472 -2.065 0.4 0.4 -0.2 0.002
H 3.121 -0.467 -1.474 -0.6 0.0 -0.2 0.007
H 3.959 0.245 -3.917 -0.1 0.1 0.2 0.000
H 3.147 1.448 -2.915 0.0 -0.3 -0.1 0.001
H 2.147 1.740 -4.957 0.0 -0.3 0.0 0.000
H 2.267 0.045 -5.428 -0.2 0.4 0.2 0.000
H -0.012 1.512 -4.257 0.0 -0.5 0.2 0.002
H -1.238 -0.618 -4.496 0.4 0.3 0.3 0.000
H 0.552 -1.958 -5.911 -0.2 0.0 0.2 0.000
H -0.244 -2.687 -4.508 0.3 0.0 -0.1 0.000
H 2.034 -3.213 -4.286 0.2 0.2 0.1 0.001
H 2.600 -1.649 -4.862 -0.2 -0.4 0.4 0.000
H -2.887 -0.393 2.181 0.1 0.2 -0.1 0.025
H -3.431 0.935 1.053 0.2 -0.2 0.3 0.009
H -2.210 1.268 2.354 -0.4 -0.1 -0.1 0.008
P 1.399 0.137 0.341 -1.3 1.3 -1.5 0.319
P -1.814 0.950 -0.943 2.3 -0.4 0.6 0.158
C 1.013 1.217 -1.067 1.8 -0.3 1.6 0.289
C -0.227 1.444 -1.613 -2.5 0.5 -1.1 0.305
C 2.643 1.024 1.282 0.4 0.3 0.1 0.017
C 3.747 1.614 0.637 0.0 -0.2 0.5 0.016
C 4.723 2.257 1.404 -0.2 -0.1 -0.1 -0.001
C 4.584 2.333 2.794 -0.1 -0.1 0.2 0.013
C 3.473 1.765 3.432 0.2 0.2 -0.4 -0.001
C 2.489 1.145 2.668 0.3 -0.2 -0.1 0.014
C 1.821 -1.651 0.345 0.4 -0.7 0.4 0.077
C 0.848 -2.617 -0.001 0.3 0.1 0.0 0.021
C 1.150 -3.981 0.036 0.1 0.4 0.1 0.000
C 2.423 -4.394 0.448 0.0 0.1 0.1 0.008
C 3.373 -3.451 0.860 -0.2 -0.1 -0.1 0.003
C 3.072 -2.087 0.820 -0.4 -0.1 -0.3 0.017
C -2.708 2.522 -0.854 -0.7 0.1 -0.1 0.017
C -2.167 3.552 -0.063 -0.1 -0.2 -0.3 0.004
C -2.768 4.807 -0.055 0.0 -0.1 -0.1 0.002
C -3.907 5.048 -0.830 0.0 -0.4 0.1 0.001
C -4.493 3.997 -1.548 0.0 0.4 0.0 0.003
C -3.902 2.736 -1.568 0.5 0.0 0.3 0.004
C -2.872 -0.342 -1.673 -0.7 0.3 -0.9 0.023
C -3.570 -1.230 -0.838 0.2 0.1 -0.1 0.005
C -4.360 -2.240 -1.382 0.0 0.3 -0.3 0.001
C -4.422 -2.400 -2.774 0.3 0.0 0.3 0.002
C -3.711 -1.535 -3.610 -0.3 0.1 -0.1 0.000
C -3.031 -0.443 -3.067 0.0 -0.2 0.5 0.007
H 1.840 1.873 -1.365 -0.4 -0.4 0.0 0.015
H -0.357 2.139 -2.454 0.5 -0.1 0.6 0.014
H 3.843 1.557 -0.447 0.1 0.0 0.2 0.000
H 5.598 2.688 0.912 -0.3 -0.1 0.2 0.000
H 5.340 2.847 3.394 -0.2 -0.2 -0.2 0.001
H 3.366 1.788 4.517 0.1 0.2 -0.3 0.000
H 1.596 0.716 3.117 0.4 0.1 0.1 0.000
H -0.136 -2.293 -0.361 0.3 -0.1 0.2 0.007
H 0.390 -4.708 -0.269 0.4 0.3 0.2 0.000
H 2.664 -5.460 0.454 0.0 0.4 0.1 0.001
H 4.354 -3.781 1.215 -0.4 0.1 -0.1 0.000
H 3.814 -1.358 1.146 -0.2 -0.2 -0.1 0.001
H -1.267 3.361 0.528 -0.3 0.0 -0.2 0.000
H -2.334 5.599 0.556 -0.1 -0.2 -0.2 0.000
H -4.350 6.045 -0.851 0.1 -0.3 0.0 0.000
H -5.418 4.171 -2.100 0.3 0.0 0.1 0.000
H -4.348 1.923 -2.147 0.1 0.3 0.2 0.000
H -3.516 -1.091 0.242 0.0 -0.3 -0.4 0.001
H -4.930 -2.885 -0.713 0.1 0.1 -0.2 0.000
H -5.036 -3.196 -3.194 0.3 0.2 0.0 0.000
H -3.710 -1.700 -4.692 -0.2 0.2 0.4 0.000
H -2.616 0.345 -3.702 -0.1 -0.4 0.2 0.002
C 0.285 -1.691 5.991 0.1 -0.2 0.1 0.000
C -0.518 -0.511 5.436 0.1 -0.1 0.5 0.000
C -2.001 -0.694 5.800 -0.1 0.0 -0.1 0.000
C -0.012 0.772 6.114 0.0 0.2 0.0 0.000
C -0.318 -0.443 3.982 0.0 0.3 -1.9 0.008
C -0.202 -0.347 2.757 -0.3 -0.7 2.3 0.056
H 0.164 -1.760 7.079 0.0 0.0 -0.1 0.000
H 1.351 -1.548 5.778 -0.2 -0.2 0.0 0.000
H -0.059 -2.630 5.544 0.2 0.1 0.0 0.000
H -2.112 -0.736 6.891 0.1 0.0 -0.1 0.000
H -2.600 0.152 5.439 0.1 -0.2 0.0 0.000
H -2.397 -1.628 5.383 0.0 0.2 0.0 0.000
H 1.056 0.916 5.912 -0.2 0.1 0.0 0.000
H -0.577 1.644 5.765 0.2 -0.1 0.0 0.000
H -0.141 0.701 7.202 0.0 0.0 -0.2 0.000
```
Positions in Å, forces in eV/Å.

The highest occupied orbital energy (alpha / beta) is -4.8 / -7.8 eV. The total energy comes out at -2400.1903 Eh. Its multiplicity is 3. The value obtained for the maximum force is 2.80 eV/A. The value obtained for the HOMO-LUMO gap (alpha / beta) is 5.41 / 6.11 eV. The molar mass is 707.2 g/mol.



Below is a 2-piece molecular cluster, C3H8N2O4 overall in a non-equilibrium geometry, with properties calculated with wB97M-V/def2-TZVPD.

The geometry in XYZ format:
```
17
Properties=species:S:1:pos:R:3:forces:R:3:nbo_charge:R:1
C -2.503 -0.460 -0.495 -1.9 -0.9 1.3 -0.115
C 3.006 0.234 0.189 1.3 1.1 1.4 0.215
C -1.200 0.178 -0.130 1.1 0.4 -0.8 0.309
N -1.126 1.534 -0.234 1.4 -0.2 0.2 -0.768
N -0.103 -0.581 -0.050 1.1 -0.5 1.3 0.243
O 0.257 -1.594 0.503 -1.0 1.0 -0.8 -0.231
O 1.807 0.690 -0.120 -2.7 0.7 -1.0 -0.685
O -2.705 -1.674 0.240 -1.0 0.3 2.6 -0.714
O 3.597 -0.670 -0.712 0.4 -0.2 0.1 -0.741
H -2.565 -0.813 -1.525 0.3 0.3 -0.1 0.221
H -3.358 0.292 -0.336 1.4 -0.9 -0.1 0.204
H 3.044 -0.064 1.330 0.3 -0.1 -1.8 0.106
H 3.727 1.113 -0.013 -0.8 -0.6 1.0 0.166
H -1.527 1.934 -1.086 0.2 -0.1 0.5 0.396
H -0.162 1.837 0.003 -0.7 0.1 -0.5 0.444
H -3.015 -1.579 1.239 1.1 0.3 -3.3 0.490
H 3.013 -1.402 -0.845 -0.6 -0.8 -0.1 0.461
```
Positions in Å, forces in eV/Å.

The highest occupied orbital energy (alpha / beta) is -8.1 / -8.1 eV. The total energy comes out at -529.3441 Eh. The value obtained for the maximum force is 3.50 eV/A. The value obtained for the HOMO-LUMO gap (alpha / beta) is 6.38 / 6.38 eV. The molar mass is 136.1 g/mol.



Below is C36H34N2O7S2V as an isolated structure in a non-equilibrium geometry, with properties calculated with wB97M-V/def2-TZVPD.

The geometry in XYZ format:
```
82
Properties=species:S:1:pos:R:3:forces:R:3:lowdin_spin:R:1
V 0.476 0.026 0.216 2.1 -1.7 -0.9 1.844
O 0.790 0.084 2.066 0.2 0.4 1.4 -0.002
N 1.103 1.237 2.575 0.0 -0.2 0.0 0.007
N 1.174 2.122 1.689 0.0 0.3 -0.2 0.039
O 0.962 1.796 0.415 0.1 1.7 0.5 0.016
C 1.517 3.490 2.011 -0.1 -0.1 -0.1 -0.002
C 1.606 3.885 3.339 0.0 -0.1 0.1 0.004
C 1.930 5.201 3.613 0.0 0.1 0.0 -0.001
C 2.156 6.102 2.579 0.0 0.0 0.0 0.005
C 2.058 5.685 1.260 0.0 0.0 0.0 -0.001
C 1.734 4.368 0.965 0.0 0.0 -0.1 0.004
H 1.424 3.174 4.133 0.0 0.0 0.0 0.000
H 2.004 5.528 4.643 0.0 0.0 -0.1 0.000
H 2.405 7.132 2.804 0.0 -0.1 0.0 0.000
H 2.234 6.385 0.453 0.0 0.0 0.0 0.000
H 1.650 4.021 -0.053 0.0 0.0 0.0 0.000
O 2.690 -0.043 -0.083 0.0 0.0 -0.2 0.013
S 3.633 -0.180 -1.261 -0.1 0.0 0.1 0.001
C 4.583 -1.672 -0.917 -0.1 -0.1 0.1 0.000
C 3.755 -2.936 -0.636 0.0 0.0 0.1 0.000
C 3.754 -3.395 0.832 0.0 0.1 -0.1 0.000
C 2.845 -2.615 1.779 0.0 -0.1 -0.1 0.000
S 1.056 -2.729 1.470 0.2 0.0 -0.2 0.003
O 0.835 -1.991 0.134 0.0 -0.2 0.4 0.014
C 0.929 -4.443 1.041 -0.2 0.0 -0.1 -0.001
C 1.031 -5.376 2.065 0.0 0.0 0.1 0.000
C 0.924 -6.722 1.754 0.0 0.0 0.0 0.000
C 0.698 -7.115 0.439 0.0 0.0 0.0 0.000
C 0.575 -6.167 -0.567 0.0 0.0 0.0 0.000
C 0.687 -4.813 -0.270 0.0 -0.1 0.0 0.000
C 2.633 -0.759 -2.625 -0.1 0.0 0.0 0.001
C 3.204 -1.439 -3.691 0.0 -0.1 -0.1 0.000
C 2.397 -1.861 -4.738 0.0 0.0 0.0 0.001
C 1.033 -1.598 -4.723 0.0 0.0 0.0 0.000
C 0.473 -0.887 -3.673 0.0 0.0 -0.1 0.002
C 1.280 -0.458 -2.633 0.1 -0.2 -0.1 0.008
H 5.192 -1.368 -0.062 0.0 0.0 0.0 0.000
H 5.259 -1.785 -1.766 0.0 0.0 0.1 0.000
H 4.161 -3.745 -1.243 0.0 0.0 0.0 0.000
H 2.731 -2.788 -0.971 0.0 0.0 -0.1 0.000
H 4.767 -3.332 1.239 0.0 0.0 0.0 0.000
H 3.483 -4.450 0.860 0.0 0.0 0.0 0.000
H 3.020 -1.540 1.738 0.0 0.1 0.1 0.000
H 2.964 -2.944 2.815 0.0 0.0 -0.1 0.000
H 1.191 -5.059 3.092 0.0 0.0 -0.1 0.000
H 1.004 -7.463 2.538 0.0 0.0 0.0 0.000
H 0.603 -8.168 0.202 0.0 0.1 0.0 0.000
H 0.382 -6.477 -1.586 0.0 0.0 0.0 0.000
H 0.577 -4.056 -1.037 0.0 0.0 0.0 0.000
H 4.267 -1.647 -3.717 -0.1 0.0 0.0 0.000
H 2.837 -2.399 -5.567 0.0 0.0 0.0 0.000
H 0.406 -1.940 -5.537 0.0 0.0 0.0 0.000
H -0.585 -0.659 -3.661 0.0 0.0 0.0 0.000
H 0.833 0.144 -1.858 0.0 0.3 -0.1 0.007
O -1.984 2.108 0.187 0.0 0.1 0.0 0.001
C -3.092 1.244 0.361 0.2 0.0 -0.1 -0.001
C -2.550 -0.169 0.062 0.5 -0.2 0.2 0.006
O -3.265 -1.120 -0.027 -0.2 -0.2 -0.1 0.014
O -1.209 -0.271 -0.041 -3.0 0.2 -0.5 0.015
C -4.221 1.603 -0.630 0.1 0.0 0.0 0.000
C -5.385 0.845 -0.761 0.0 0.0 0.0 0.000
C -6.379 1.217 -1.654 0.0 0.0 0.0 0.000
C -6.236 2.349 -2.443 0.0 0.0 0.0 0.000
C -5.077 3.100 -2.338 0.0 0.0 0.0 0.000
C -4.079 2.725 -1.445 0.0 0.0 0.0 0.000
C -3.522 1.238 1.844 0.0 0.0 0.0 0.000
C -2.843 2.037 2.760 -0.1 0.0 0.0 0.000
C -3.204 2.053 4.102 0.0 0.0 0.0 0.000
C -4.247 1.261 4.554 0.0 0.0 0.0 0.000
C -4.914 0.442 3.653 0.0 0.0 0.0 0.000
C -4.551 0.424 2.315 0.0 -0.1 0.0 0.000
H -2.270 3.003 0.397 0.0 0.1 0.0 0.000
H -5.518 -0.062 -0.195 0.0 0.0 0.0 0.000
H -7.272 0.608 -1.735 0.0 0.0 0.0 0.000
H -7.017 2.639 -3.135 0.0 0.0 0.0 0.000
H -4.938 3.979 -2.955 0.0 0.0 0.0 0.000
H -3.177 3.319 -1.413 0.0 0.0 0.0 0.000
H -2.017 2.658 2.441 0.0 0.0 0.0 0.000
H -2.661 2.686 4.794 0.0 0.0 0.0 0.000
H -4.534 1.276 5.598 0.0 0.0 0.0 0.000
H -5.723 -0.194 3.991 0.0 0.0 0.0 0.000
H -5.062 -0.256 1.649 0.0 0.1 0.1 0.000
```
Positions in Å, forces in eV/Å.

The highest occupied orbital energy (alpha / beta) is -10.8 / -10.8 eV. The total energy comes out at -3768.5524 Eh. Its multiplicity is 3. The value obtained for the maximum force is 3.04 eV/A. The value obtained for the HOMO-LUMO gap (alpha / beta) is 8.34 / 8.15 eV. The molar mass is 721.8 g/mol. As for the total charge: +1.



Below is a 4-piece molecular cluster, C20H35Br2N8O3 overall in a non-equilibrium geometry, with properties calculated with wB97M-V/def2-TZVPD.

The geometry in XYZ format:
```
68
Properties=species:S:1:pos:R:3:forces:R:3:nbo_charge:R:1
C 3.190 1.964 1.033 0.3 0.3 0.1 -0.704
C 1.842 1.179 0.724 -1.9 1.1 0.6 -0.042
Br 2.038 -0.684 0.033 -0.1 2.1 0.6 0.108
C 0.525 1.719 0.910 4.0 -2.2 -0.2 -0.021
Br -0.985 0.503 0.505 0.8 1.6 0.5 0.088
N 0.407 3.112 1.400 -2.7 -0.7 -1.4 -0.514
C 0.813 4.140 0.378 -0.1 1.2 -1.1 -0.292
C 0.624 3.704 -1.144 -0.9 2.2 -1.9 0.043
N 0.109 4.613 -1.970 1.2 -2.8 2.3 -0.572
C -0.964 3.460 1.816 -0.2 0.1 2.0 0.795
N -1.175 3.708 3.266 0.8 -0.5 -1.9 -0.854
N -1.997 3.598 1.002 0.8 -0.1 1.0 -0.497
C -3.372 3.987 1.375 -4.7 2.0 0.8 0.104
C -4.060 5.134 0.549 -1.0 -2.3 3.0 -0.256
C -5.481 5.545 1.000 1.6 -1.1 0.2 0.048
N -6.256 4.997 2.063 4.7 -1.8 -1.2 -0.372
C -5.618 3.932 2.764 1.7 0.1 -1.0 0.047
C -4.203 3.353 2.531 -0.4 2.6 -2.4 -0.232
H 3.507 2.686 0.185 -0.8 -1.3 1.1 0.234
H 3.098 2.633 1.973 -0.2 -1.2 -1.4 0.243
H 4.088 1.262 1.213 -1.8 0.8 -0.3 0.291
H 1.875 4.500 0.599 -1.4 -0.8 -0.4 0.260
H 0.116 5.050 0.539 1.4 -1.3 -0.5 0.237
H 0.926 2.712 -1.614 -0.1 1.1 1.4 0.214
H 0.087 4.187 -2.912 0.0 0.4 0.4 0.357
H -0.668 4.573 3.549 -0.5 -0.6 -0.5 0.419
H -0.681 2.956 3.784 -0.2 0.5 -0.6 0.411
H -1.825 3.418 -0.010 -0.1 0.2 0.8 0.467
H -3.514 5.629 -0.336 -1.1 -0.8 1.6 0.257
H -5.964 6.410 0.411 0.8 -1.6 1.1 0.236
H -6.223 3.449 3.617 1.0 1.0 -1.6 0.236
H -3.754 2.508 3.170 -1.0 1.6 -1.1 0.260
C 5.557 -1.034 1.023 0.7 -0.3 0.1 0.523
O 4.808 -0.898 1.977 0.2 0.1 0.0 -0.644
N 6.869 -1.388 1.098 -0.9 0.3 -0.3 -0.423
C 7.694 -1.530 -0.085 0.1 0.0 0.2 -0.400
C 7.459 -1.631 2.400 -0.3 0.0 0.2 -0.419
H 5.210 -0.874 -0.011 0.1 0.0 -0.1 0.108
H 8.074 -2.554 -0.133 0.1 0.1 -0.2 0.203
H 8.532 -0.832 -0.020 0.0 -0.1 -0.2 0.201
H 7.122 -1.319 -0.989 0.0 0.0 0.1 0.212
H 6.916 -2.439 2.895 0.1 0.1 0.1 0.218
H 7.372 -0.727 3.008 0.1 -0.1 0.1 0.214
H 8.510 -1.904 2.299 -0.1 0.0 -0.1 0.212
C -1.749 -0.733 -4.200 -0.4 -0.3 0.0 0.526
O -1.681 -0.582 -5.405 -0.1 -0.1 0.3 -0.612
N -2.729 -1.418 -3.545 0.7 0.5 -0.1 -0.432
C -2.738 -1.552 -2.104 -0.2 -0.2 -0.2 -0.404
C -3.795 -2.032 -4.314 0.1 0.1 -0.3 -0.420
H -0.991 -0.308 -3.521 0.0 0.0 0.1 0.090
H -2.698 -2.613 -1.845 -0.1 0.1 0.2 0.218
H -3.659 -1.112 -1.712 0.1 -0.1 0.2 0.192
H -1.880 -1.042 -1.659 0.0 0.0 -0.2 0.193
H -3.363 -2.751 -5.015 -0.2 0.0 0.0 0.218
H -4.318 -1.259 -4.883 0.0 -0.2 0.0 0.214
H -4.499 -2.542 -3.655 0.2 0.1 0.0 0.215
C -2.401 -5.902 -1.392 0.3 -0.1 0.3 0.528
O -3.457 -5.333 -1.180 0.3 0.0 0.2 -0.630
N -1.469 -6.212 -0.447 -0.4 0.1 -0.7 -0.432
C -0.234 -6.892 -0.781 -0.1 0.1 0.2 -0.399
C -1.720 -5.850 0.934 -0.3 0.1 -0.1 -0.417
H -2.111 -6.222 -2.407 0.1 0.0 0.0 0.111
H -0.186 -7.834 -0.228 0.2 0.0 -0.1 0.201
H 0.610 -6.258 -0.497 0.1 -0.2 -0.1 0.193
H -0.179 -7.102 -1.850 -0.1 0.1 0.1 0.215
H -2.640 -6.334 1.270 0.1 0.1 0.1 0.219
H -1.850 -4.766 1.003 0.0 -0.1 0.2 0.205
H -0.890 -6.161 1.569 -0.1 0.0 -0.2 0.207
```
Positions in Å, forces in eV/Å.

The highest occupied orbital energy is -10.9 eV. The total energy comes out at -6594.3960 Eh. The value obtained for the maximum force is 5.16 eV/A. The value obtained for the HOMO-LUMO gap is 6.19 eV. The molar mass is 595.4 g/mol. As for the total charge: +1.